{
  "formula": "C5H10O2",
  "method": "wB97M-V/def2-TZVPD",
  "elements": ["H", "H", "H", "H", "H", "O", "C", "C", "C", "H", "C", "H", "H", "H", "O", "C", "H"],
  "positions_angstrom": [[0.0115, 1.2127, 1.0173], [-2.2467, 0.3452, 0.4928], [1.1398, -0.8602, 1.6808], [-0.9415, 1.5521, -1.2259], [-0.2581, -0.0070, -1.7829], [-1.3781, -0.7004, 2.0684], [-1.4101, -0.3415, 0.7035], [1.0914, -0.6052, 0.6198], [-0.1372, 0.8256, -1.0769], [-1.5377, -1.2299, 0.0603], [2.0923, 0.9252, -1.9787], [0.9790, -1.5374, 0.0506], [2.0437, -0.1438, 0.3373], [-2.1982, -1.1605, 2.2806], [1.0882, 1.5192, -1.4085], [-0.0850, 0.3347, 0.3654], [1.7467, -0.1286, -2.2038]],
  "atomic_forces_ev_per_a": [[0.00, -0.09, -0.08], [0.14, -0.10, 0.06], [0.00, 0.02, -0.16], [0.10, -0.11, 0.03], [0.05, 0.08, 0.09], [-0.24, -0.14, 0.16], [0.02, 0.13, -0.43], [0.03, -0.05, 0.00], [-0.18, -0.16, 0.00], [0.03, 0.12, 0.13], [-0.44, -0.04, 0.11], [0.01, 0.13, 0.06], [-0.13, -0.06, 0.08], [0.14, 0.07, 0.04], [0.36, -0.03, -0.14], [0.02, 0.06, 0.02], [0.09, 0.17, 0.00]],
  "nbo_charge": [0.217, 0.161, 0.237, 0.199, 0.179, -0.718, -0.050, -0.619, -0.073, 0.156, 0.124, 0.202, 0.218, 0.473, -0.472, -0.268, 0.033],
  "homo_energy_ev": -8.6,
  "relative_energy_kj_mol": 417.3,
  "e_lumo_ev": 0.68
}


{
  "formula": "F10K3N5Na3O20S10",
  "method": "wB97M-V/def2-TZVPD",
  "elements": ["K", "S", "S", "O", "F", "O", "O", "S", "Na", "F", "S", "O", "O", "S", "F", "O", "O", "O", "S", "N", "N", "N", "S", "F", "Na", "S", "O", "K", "O", "O", "F", "Na", "O", "F", "K", "S", "O", "O", "F", "S", "O", "O", "F", "F", "N", "O", "O", "O", "O", "N", "F"],
  "positions_angstrom": [[-2.5830, -1.0935, -0.1727], [5.9309, -2.3221, -2.8003], [0.6165, 0.3720, 1.1481], [-0.3987, 4.9472, 2.8487], [-1.8448, -1.8348, -3.4329], [1.6450, -0.9683, -1.4145], [-1.3216, 0.8893, 4.3163], [0.8941, 0.2410, -1.3479], [3.8625, 2.6106, 2.1117], [-4.2342, 2.4126, 7.2346], [-2.7885, -5.3182, -2.2454], [-2.3387, -5.3091, -0.8899], [3.5454, -0.3519, -3.5053], [3.9252, -1.6120, -4.0927], [2.5409, -2.3184, -4.3788], [-2.2088, -6.2400, -3.1678], [-0.5904, -3.7314, -2.8330], [1.2345, 4.1305, 0.6341], [0.1984, 5.0389, 0.2100], [4.4478, -2.8217, -3.0365], [-0.2902, 0.4053, -0.1125], [-1.2509, 4.4773, 0.4019], [-1.8409, -3.4446, -3.5286], [-2.2668, 3.5417, 2.4094], [-1.8956, 2.2613, -0.2618], [-2.5137, 0.2135, 4.7740], [0.9138, -0.9429, 1.6744], [2.5152, -3.4649, -1.2652], [-3.4601, -0.2888, 3.8053], [1.4700, 1.4156, -1.9215], [-1.7944, -1.2017, 5.2481], [1.1913, -1.8026, 4.0833], [-5.3711, 1.4780, 5.3724], [-0.5241, 0.8566, 2.1049], [2.7553, 2.5912, -3.9681], [-1.5351, 4.8912, 1.9976], [6.8251, -2.6040, -3.8787], [1.5480, 1.4617, 1.3155], [-0.2390, -0.1365, -2.3734], [-4.0485, 1.8906, 5.7192], [6.0439, -1.0450, -2.1497], [0.3839, 6.4406, 0.3650], [0.2914, 4.9185, -1.4158], [6.3617, -3.4329, -1.7367], [-3.1562, -3.7480, -2.7526], [4.5489, -1.5943, -5.3688], [-1.8606, -3.6816, -4.9425], [-3.4553, 3.0525, 5.1302], [-2.5425, 5.8909, 2.0908], [-3.0270, 0.6347, 6.1399], [-4.3087, -5.7543, -2.1420]],
  "atomic_forces_ev_per_a": [[-0.48, -1.06, -0.19], [3.69, -1.10, 0.20], [-1.29, 1.89, 5.46], [0.35, -0.20, -0.54], [-0.61, 0.38, 0.29], [0.38, 0.46, 2.08], [-0.64, 0.03, -0.04], [-2.37, -1.39, -4.23], [-0.65, 0.26, -0.25], [0.22, -0.68, -0.70], [-2.49, -0.59, 0.95], [0.26, 0.25, 0.08], [0.12, 0.00, 0.25], [-1.59, -1.66, -0.99], [-0.17, 0.10, 0.44], [-0.11, 0.97, 0.10], [-0.69, 0.07, 0.09], [0.03, 0.06, -0.07], [2.52, 0.89, -2.68], [-0.90, 2.65, -1.31], [3.10, -0.13, -2.71], [0.00, 0.00, 1.69], [2.42, 1.34, -2.54], [0.13, -0.15, -0.49], [0.11, 1.01, 0.35], [2.61, -3.05, -1.18], [0.66, 0.19, -0.49], [-0.24, -0.34, -0.46], [0.55, 0.79, -0.20], [-0.30, 0.25, 1.50], [-0.04, 0.04, 0.02], [-0.68, 0.27, 0.00], [0.93, -0.19, -0.49], [0.05, -0.35, -0.56], [0.16, -0.37, -0.06], [-2.65, 0.31, 0.98], [-0.60, 0.43, 0.35], [0.92, -1.53, -0.89], [-0.27, 0.67, -0.04], [-1.69, 1.75, 3.85], [-0.36, -0.47, 0.20], [-0.22, -0.42, 0.66], [-0.38, -0.65, 0.48], [-0.69, 0.46, 0.30], [1.14, -2.07, 0.65], [0.32, 0.23, 0.60], [-0.10, 0.10, 1.07], [0.29, -1.16, -0.72], [0.58, -0.50, -0.35], [-1.79, 2.11, -0.43], [0.47, 0.10, -0.02]],
  "nbo_charge": [0.983, 2.452, 2.476, -0.889, -0.547, -0.896, -0.976, 2.440, 0.996, -0.500, 2.446, -0.945, -0.993, 2.443, -0.493, -0.870, -0.997, -0.988, 2.484, -1.206, -1.221, -1.275, 2.446, -0.499, 0.966, 2.448, -0.987, 0.982, -0.940, -0.913, -0.570, 0.995, -0.879, -0.466, 0.995, 2.464, -0.886, -0.931, -0.485, 2.417, -0.939, -0.875, -0.534, -0.503, -1.153, -0.861, -0.883, -0.893, -0.860, -1.095, -0.483],
  "homo_energy_ev": -11.7,
  "relative_energy_kj_mol": 57.5,
  "charge": 1,
  "e_lumo_ev": -5.40
}


{
  "formula": "H16O8",
  "method": "wB97M-V/def2-TZVPD",
  "elements": ["O", "H", "H", "H", "H", "O", "H", "O", "H", "H", "H", "H", "H", "O", "O", "H", "H", "O", "H", "H", "O", "H", "O", "H"],
  "positions_angstrom": [[3.1539, -1.6449, 1.7572], [-0.0253, 4.7776, 0.5404], [2.5968, -2.3607, 2.0831], [-0.7634, 3.4495, 0.5060], [-3.2052, -1.5031, -1.2372], [-2.9758, -3.5395, -0.3270], [-0.3165, 1.6135, -0.3878], [-4.4121, 1.1668, 0.0179], [3.2698, 2.7507, -1.5095], [3.6973, -3.0821, 0.2411], [-3.0089, -4.4727, -0.0881], [2.9146, -2.8000, -1.0308], [-4.3506, 1.0103, 0.9670], [-0.4849, 4.1487, 1.1080], [4.1612, 2.5779, -1.8330], [-2.1678, -3.2193, 0.0895], [4.7056, 2.5894, -1.0377], [3.8110, -2.8109, -0.6768], [3.1215, -0.9846, 2.4586], [-4.0645, 2.0585, -0.0957], [-0.3485, 0.6628, -0.2324], [-2.6250, -0.3374, -0.4532], [-2.9955, -0.5655, -1.3133], [0.3122, 0.5150, 0.4537]],
  "atomic_forces_ev_per_a": [[-0.26, 0.03, 0.33], [-0.04, 0.04, 0.09], [-0.03, 0.08, 0.09], [-0.12, 0.14, 0.15], [-0.06, -0.04, -0.12], [0.17, -0.08, 0.17], [0.03, -0.23, -0.15], [-0.10, 0.45, 0.50], [0.08, -0.05, -0.10], [0.19, 0.26, -0.16], [-0.10, 0.07, -0.10], [0.13, 0.07, -0.04], [-0.12, 0.04, -0.02], [0.10, -0.12, -0.21], [-0.09, 0.10, 0.20], [-0.03, 0.02, -0.08], [0.02, -0.05, -0.11], [-0.15, -0.38, -0.17], [0.10, -0.04, -0.03], [-0.09, -0.04, -0.04], [0.03, 0.16, 0.23], [-0.07, 0.18, -0.23], [0.38, -0.60, -0.15], [0.02, -0.02, -0.05]],
  "nbo_charge": [-0.940, 0.471, 0.465, 0.456, 0.473, -0.945, 0.456, -0.921, 0.462, 0.466, 0.476, 0.463, 0.460, -0.927, -0.930, 0.470, 0.468, -0.930, 0.476, 0.462, -0.926, 0.466, -0.942, 0.471],
  "homo_energy_ev": -10.0,
  "relative_energy_kj_mol": 322.7,
  "smiles": "O.O.O.O.O.O.O.O",
  "e_lumo_ev": -0.27
}


{
  "formula": "C5H40N2O13",
  "method": "wB97M-V/def2-TZVPD",
  "elements": ["H", "H", "O", "H", "H", "H", "O", "H", "H", "H", "H", "H", "N", "O", "H", "H", "H", "H", "H", "O", "H", "H", "H", "N", "O", "H", "O", "O", "H", "C", "H", "C", "C", "O", "O", "O", "H", "H", "C", "H", "C", "H", "H", "H", "O", "O", "O", "H", "H", "H", "H", "H", "H", "H", "H", "H", "H", "H", "H", "H"],
  "positions_angstrom": [[3.4972, 0.0400, 1.0731], [0.2231, -2.7064, 0.9503], [0.8137, -0.7403, 4.6138], [1.1022, 3.5241, -1.7919], [3.8608, 0.1260, -2.3678], [1.0492, 0.1632, 4.3679], [-3.5328, 3.4191, -0.5831], [-2.4444, -4.1447, 1.3148], [1.1380, -3.0765, 2.8002], [1.1062, -1.5563, 3.0982], [2.6221, 1.9190, -0.2551], [-0.5242, -1.4104, 0.0073], [-1.8513, 1.9459, -1.9997], [4.5566, 0.4689, -1.8076], [0.3263, 0.8955, -0.7172], [1.8709, 3.1133, 0.6806], [4.1952, 1.2030, -1.3065], [-0.1159, -0.8285, 4.5380], [-2.0972, -0.4465, 1.1090], [-0.8976, 0.8791, 3.5702], [-0.4240, 2.0532, 0.4474], [2.3544, -2.5366, -0.6074], [-1.0662, 3.4510, -3.0713], [1.8018, 1.1971, 1.6070], [1.8533, 0.6577, -3.7988], [-0.8492, -1.8157, -3.7450], [0.1240, -3.0772, 0.0337], [-2.7146, -3.2827, 1.6408], [-4.3886, -1.0480, -0.9139], [-0.6368, 2.5762, -2.5360], [0.2813, -2.1095, -2.7697], [2.4313, -0.0946, 1.2570], [0.2301, 3.0078, -1.3486], [3.1285, -3.0685, -0.3920], [-3.8358, -1.8293, -0.9941], [0.9598, -2.2272, 2.3847], [-0.1181, 1.9896, -3.2858], [0.8372, 1.0064, 1.8378], [0.3952, 1.9045, -0.2684], [-1.3042, 0.4352, 4.3135], [1.7444, 2.0576, 0.3783], [-2.8834, 3.1822, 0.0727], [-4.0942, 2.6918, -0.8455], [2.0817, -0.5276, 0.3147], [-2.5966, -0.1311, 1.9072], [-0.1490, -1.3943, -3.2426], [-1.2715, -0.8639, -0.2849], [2.3716, -0.7305, 2.1191], [1.0158, -3.3983, -0.1524], [3.4412, -2.6211, 0.4018], [-1.8559, -1.4824, -0.7516], [1.8660, -0.2948, -3.7486], [-2.6013, 1.8967, -2.6845], [-3.0813, 0.6067, 1.5222], [-1.0558, 0.2667, 2.8203], [-0.3180, 3.8285, -0.8933], [-1.6209, 0.9897, -1.8360], [0.9587, 0.9707, -3.6116], [-3.9898, -2.2768, -0.1461], [-1.9187, -2.7467, 1.5750]],
  "atomic_forces_ev_per_a": [[0.16, 0.37, 0.08], [0.30, -0.45, -0.51], [2.35, -0.66, 0.36], [0.33, -0.80, 0.62], [-0.37, 0.30, -0.14], [-0.50, 0.12, 0.04], [-1.02, 1.67, 0.05], [0.06, -0.13, -0.06], [-0.03, -0.06, 0.17], [-0.39, -0.48, 0.03], [-0.33, -0.59, -0.20], [-0.09, 0.13, -0.67], [0.37, -0.82, -0.58], [0.60, -0.23, 0.31], [-0.19, 0.45, 0.22], [-0.19, -0.26, 0.15], [-0.20, 0.00, -0.21], [-1.03, 0.13, -0.09], [-0.29, -0.01, 0.12], [0.57, 0.15, -0.38], [0.35, -0.31, 0.01], [0.32, 0.32, -0.31], [0.89, -0.15, 0.19], [0.97, -0.32, -1.37], [0.70, 0.72, 0.02], [-0.12, -0.08, -0.10], [0.15, 0.03, 0.48], [-0.17, 0.01, -0.06], [-0.02, 0.18, -0.18], [-1.72, 1.26, 0.28], [-0.07, -0.17, 0.18], [0.70, 1.27, 0.21], [-0.71, 0.35, -1.01], [-0.39, 0.02, 0.10], [-0.17, -0.19, 0.31], [-0.18, -0.34, 0.38], [0.02, -0.09, -0.03], [-0.10, 0.06, 0.26], [0.79, 0.48, -1.87], [-0.59, 0.29, 0.15], [-0.21, 0.81, 2.09], [0.07, -0.71, -0.08], [0.41, -0.39, 0.34], [-0.55, -0.34, 0.14], [-0.01, -0.37, -0.91], [0.10, 0.14, -0.05], [0.03, 0.09, 0.26], [0.01, -0.36, -0.25], [-0.17, -0.41, 0.17], [0.26, -0.07, 0.08], [-0.15, 0.13, -0.01], [-0.62, -0.30, -0.08], [0.22, 0.34, -0.08], [-0.07, 0.17, 0.36], [-0.64, 0.70, 0.44], [-0.12, 0.15, 0.20], [0.08, -0.99, 0.47], [0.32, -0.69, 0.00], [0.29, -0.13, -0.06], [-0.07, 0.08, 0.04]],
  "nbo_charge": [0.196, 0.497, -0.944, 0.211, 0.479, 0.510, -0.941, 0.474, 0.488, 0.517, 0.177, 0.491, -0.845, -0.943, 0.211, 0.190, 0.466, 0.472, 0.493, -0.957, 0.208, 0.452, 0.197, -0.617, -0.956, 0.480, -0.999, -0.942, 0.473, -0.187, 0.473, -0.426, -0.414, -0.924, -0.961, -1.010, 0.128, 0.344, -0.433, 0.455, -0.214, 0.477, 0.467, 0.145, -0.995, -0.951, -0.983, 0.198, 0.482, 0.480, 0.513, 0.476, 0.350, 0.473, 0.491, 0.207, 0.360, 0.471, 0.498, 0.470],
  "homo_energy_ev": -9.0,
  "relative_energy_kj_mol": 394.1,
  "e_lumo_ev": -0.16
}